Density functional theory data (ωB97M-V/def2-TZVPD) for a molecular structure, C3H4BrNO2 in a non-equilibrium geometry.

## Properties
max |F| = 10.4 eV/Å
gap between HOMO and LUMO (alpha / beta) = 7.96 / 6.63 eV
ΔE to the lowest compared entry with this formula, charge and spin = 7.326 eV
E_LUMO (alpha / beta) = -1.35 / -2.61 eV

Geometry as ORCA input:
```
! wB97M-V def2-TZVPD RIJCOSX def2/J DEFGRID3
* xyz 0 1
C -1.9044 -0.0909 -0.0966
C -1.7799 2.4748 -0.3848
C -0.9106 -1.3088 0.2506
N -2.9771 2.7957 -0.1282
O -3.1551 -0.5421 -0.3642
O -4.0338 2.2735 -0.3631
Br -0.4830 4.0497 -0.5231
H -1.7154 1.1544 -0.3275
H -0.6798 -1.6160 -0.8697
H -0.0231 -0.9299 0.7945
H -1.2864 -2.3162 0.6569
*
```